# 1
The following is a DFT calculation (the ωB97M-V functional and the def2-TZVPD basis) of one molecule with the formula C4H4O2 in a non-equilibrium geometry.

* HOMO level: -7.94 eV
* SMILES string: C1=COC=CO1
* frontier orbital gap: 8.953 eV
* M: 84.07 g mol⁻¹
* energy relative to the best compared isomer or geometry (same formula, charge and spin): 1.662 eV
* LUMO level: 1.016 eV

```
10
Properties=species:S:1:pos:R:3:mulliken_charge:R:1
C 0.87 1.03 -0.02 -0.1956
C -0.44 1.23 -0.05 -0.1010
O -1.40 0.25 -0.14 -0.3513
C -0.84 -1.04 0.00 -0.1973
C 0.46 -1.25 -0.04 -0.1566
O 1.42 -0.25 -0.13 -0.3533
H 1.59 1.85 0.09 0.3268
H -0.96 2.19 0.16 0.3198
H -1.62 -1.80 0.10 0.3340
H 0.91 -2.20 0.04 0.3745
```

***

# 2
The following is a DFT calculation (the ωB97M-V functional and the def2-TZVPD basis) of C31H39ClI2KN4O5P2 as an isolated structure in a non-equilibrium geometry.

* HOMO level: -4.85 eV
* total charge: -1
* frontier orbital gap: 6.376 eV
* M: 937.98 g mol⁻¹
* energy relative to the best compared isomer or geometry (same formula, charge and spin): 1.448 eV
* LUMO level: 1.524 eV

```
85
Properties=species:S:1:pos:R:3:mulliken_charge:R:1
K -0.69 2.15 0.05 1.1299
I 1.23 6.55 6.75 -0.0182
C 0.70 5.15 5.29 -0.3446
C -0.07 4.05 5.64 -0.5644
C -0.41 3.13 4.66 -0.2366
I -1.56 1.47 5.22 -0.0447
C -0.02 3.23 3.29 -0.2058
O -0.36 2.38 2.38 -0.0005
C 0.80 4.38 3.00 0.9451
C 1.23 4.63 1.57 -1.6484
N 1.64 3.45 0.82 0.5408
C 3.03 3.09 0.78 -1.2314
C 3.55 2.84 -0.64 0.6451
C 4.91 2.61 -0.86 -0.7549
C 5.37 2.47 -2.15 -0.2848
C 4.48 2.54 -3.21 -0.6378
C 3.14 2.72 -2.90 -0.2109
N 2.68 2.87 -1.65 -0.1746
C 1.14 5.30 3.98 -0.5614
H -0.41 3.92 6.66 0.3484
H 2.05 5.35 1.56 0.4141
H 0.40 5.10 1.03 0.3227
H 1.06 2.69 1.14 -0.1018
H 3.26 2.21 1.40 0.2916
H 3.63 3.91 1.19 0.5229
H 5.59 2.57 -0.01 0.3962
H 6.43 2.31 -2.34 0.3935
H 4.80 2.44 -4.23 0.3912
H 2.38 2.75 -3.69 0.4145
H 1.74 6.16 3.71 0.3364
O -1.30 3.85 -2.88 -0.6774
Cl -1.94 2.61 -2.51 1.7977
O -2.95 2.23 -3.47 -0.7002
O -0.93 1.56 -2.40 -0.5587
O -2.55 2.76 -1.19 -0.7402
C -3.82 -0.30 -1.55 -1.7745
P -2.28 -0.42 -0.55 0.9462
C -1.91 -2.24 -0.79 0.6957
N -2.88 -3.06 -1.10 -0.3360
C -2.60 -4.39 -1.19 0.1634
C -3.64 -5.30 -1.51 -0.4682
C -3.38 -6.64 -1.56 -0.5008
C -2.07 -7.13 -1.31 -0.5265
C -1.06 -6.27 -0.99 -0.5332
C -1.31 -4.87 -0.93 0.0909
N -0.30 -4.02 -0.64 -0.3369
C -0.56 -2.73 -0.60 -0.6030
P 0.85 -1.53 -0.30 0.9282
C 1.77 -2.52 0.96 -1.7412
C 1.92 -1.80 -1.82 2.0029
C 1.15 -1.20 -3.00 -1.7763
C 2.32 -3.24 -2.14 -1.8302
C 3.19 -0.99 -1.56 -2.1600
C -2.97 -0.52 1.22 1.6508
C -4.15 -1.47 1.41 -1.8754
C -3.42 0.90 1.58 -1.2460
C -1.82 -0.95 2.14 -1.2354
H -4.49 -1.13 -1.36 0.5340
H -3.53 -0.29 -2.60 0.4024
H -4.30 0.66 -1.34 0.3885
H -4.63 -4.90 -1.69 0.4416
H -4.17 -7.34 -1.80 0.3823
H -1.88 -8.19 -1.37 0.3855
H -0.05 -6.61 -0.80 0.4307
H 1.83 -3.57 0.69 0.3999
H 1.26 -2.42 1.92 0.4306
H 2.77 -2.10 1.08 0.4383
H 0.25 -1.78 -3.24 0.3328
H 1.79 -1.19 -3.90 0.4828
H 0.83 -0.17 -2.81 0.2526
H 1.45 -3.89 -2.30 0.3086
H 2.93 -3.68 -1.35 0.3677
H 2.91 -3.23 -3.07 0.5000
H 2.96 0.03 -1.27 0.4245
H 3.80 -0.96 -2.46 0.5331
H 3.79 -1.45 -0.76 0.3181
H -5.04 -1.11 0.88 0.3234
H -4.39 -1.52 2.48 0.5356
H -3.95 -2.49 1.06 0.3095
H -4.18 1.26 0.89 0.2371
H -2.59 1.61 1.58 -0.0123
H -3.84 0.89 2.59 0.4360
H -1.44 -1.95 1.88 0.2192
H -2.18 -1.00 3.17 0.3770
H -0.99 -0.24 2.12 0.0933
```

***

# 3
The following is a DFT calculation (the ωB97M-V functional and the def2-TZVPD basis) of one molecule with the formula C3H6Cl2S2 in a non-equilibrium geometry.

* HOMO level: -9.21 eV
* SMILES string: SC[C@@H](S)C(Cl)Cl
* frontier orbital gap: 9.521 eV
* M: 177.12 g mol⁻¹
* energy relative to the best compared isomer or geometry (same formula, charge and spin): 1.890 eV
* LUMO level: 0.312 eV

```
13
Properties=species:S:1:pos:R:3:mulliken_charge:R:1
S 3.19 -0.12 -0.05 -0.2629
C 1.51 0.21 0.74 -0.5788
C 0.18 0.33 -0.15 -0.1927
S 0.28 -0.47 -1.74 -0.1178
C -1.10 0.60 0.65 0.1054
Cl -2.48 0.82 -0.59 -0.1492
Cl -1.44 -0.92 1.73 -0.2032
H 3.75 1.19 -0.14 0.1631
H 1.55 1.21 1.36 0.2774
H 1.46 -0.67 1.32 0.3217
H 0.16 1.48 -0.16 0.2001
H 1.56 -0.44 -1.77 0.1114
H -0.88 1.50 1.35 0.3253
```

***

# 4
The following is a DFT calculation (the ωB97M-V functional and the def2-TZVPD basis) of one molecule with the formula C3H6N2S2 in a non-equilibrium geometry.

* HOMO level: -8.86 eV
* SMILES string: [H]/N=C(/C=S)N(C)S
* frontier orbital gap: 7.315 eV
* M: 134.23 g mol⁻¹
* energy relative to the best compared isomer or geometry (same formula, charge and spin): 3.898 eV
* LUMO level: -1.545 eV

```
13
Properties=species:S:1:pos:R:3:mulliken_charge:R:1
H 1.29 1.44 -1.02 0.2834
N 0.48 1.14 -1.41 -0.6874
C -0.10 0.15 -0.83 0.5933
C -1.32 -0.37 -1.24 -0.4129
S -2.76 -0.92 -0.53 -0.1612
N 0.16 -0.35 0.43 0.0569
C 0.96 0.62 1.31 -1.0310
S 0.22 -2.00 0.33 -0.1630
H -1.65 0.06 -2.28 0.3037
H 1.10 0.21 2.29 0.2878
H 0.62 1.55 1.23 0.4636
H 2.03 0.83 1.00 0.3392
H -1.04 -2.36 0.69 0.1277
```

***

# 5
The following is a DFT calculation (the ωB97M-V functional and the def2-TZVPD basis) of C52H71GeN6O8P2STi as an isolated structure.

* HOMO level (alpha / beta): -0.81 / -0.80 eV
* total charge: -2
* frontier orbital gap (alpha / beta): 4.763 / 4.715 eV
* spin multiplicity: 2
* M: 1122.67 g mol⁻¹
* energy relative to the best compared isomer or geometry (same formula, charge and spin): 1.203 eV
* LUMO level (alpha / beta): 3.951 / 3.917 eV
* <S²>: 0.754

```
142
Properties=species:S:1:pos:R:3:lowdin_spin:R:1
Ti 0.31 0.81 -0.24 0.0037
N 1.24 4.27 3.37 0.0000
C 0.77 3.11 2.75 0.0001
S 1.23 1.61 3.59 0.0008
N 0.03 3.21 1.72 0.0006
N -0.52 2.03 1.19 0.0038
C -1.55 1.51 1.90 0.0012
C -2.08 0.33 1.48 0.0197
C -3.23 -1.86 2.15 0.0840
C -3.94 -1.94 0.76 0.0018
C -2.96 -2.01 -0.36 0.0094
C -1.90 -1.18 -0.47 0.0240
N -1.46 -0.16 0.32 0.0293
H 2.20 4.18 3.67 0.0000
H 1.09 5.07 2.78 0.0000
H -1.93 2.06 2.75 -0.0001
H -3.88 -2.21 2.96 0.0108
H -4.71 -2.70 0.68 0.0002
H -3.11 -2.74 -1.15 0.0001
H -1.26 -1.31 -1.33 0.0001
O 1.31 -0.03 1.30 0.0123
C 2.09 0.58 2.18 0.0002
C 3.14 1.50 1.59 0.0002
C 4.37 1.64 2.21 0.0000
C 5.35 2.47 1.69 0.0000
C 5.11 3.20 0.53 0.0000
C 3.90 3.08 -0.11 0.0000
C 2.89 2.22 0.39 0.0000
O 1.79 2.10 -0.28 0.0003
N 6.62 2.59 2.36 0.0000
O 6.82 1.93 3.37 0.0000
O 7.47 3.34 1.88 0.0000
H 2.59 -0.13 2.85 0.0000
H 4.57 1.09 3.13 0.0000
H 5.89 3.85 0.14 0.0000
H 3.69 3.62 -1.02 0.0000
C -6.10 0.01 2.78 0.0004
C -5.04 0.45 3.68 -0.0002
C -3.75 0.36 3.34 0.0005
C -3.32 -0.29 2.06 0.0036
C -4.46 -0.48 0.99 0.0008
C -5.84 -0.41 1.54 0.0003
Ge -1.42 -2.59 2.35 0.4555
C -0.92 -2.46 4.26 0.0846
C -0.91 -3.56 5.12 0.0232
C -0.59 -3.41 6.47 0.0015
C -0.27 -2.15 6.97 0.0133
C -0.27 -1.05 6.12 -0.0015
C -0.60 -1.20 4.78 0.0188
C -1.28 -4.51 1.90 0.0856
C -2.25 -5.18 1.15 0.0281
C -2.07 -6.50 0.78 -0.0003
C -0.92 -7.19 1.14 0.0253
C 0.05 -6.54 1.89 -0.0017
C -0.13 -5.21 2.26 0.0269
H -7.13 0.04 3.14 0.0000
H -5.31 0.88 4.64 0.0000
H -2.98 0.69 4.02 0.0001
H -4.36 0.14 0.10 0.0002
H -6.65 -0.70 0.88 0.0000
H -1.16 -4.54 4.74 0.0018
H -0.59 -4.27 7.12 0.0001
H -0.01 -2.04 8.02 0.0011
H -0.01 -0.07 6.50 -0.0004
H -0.57 -0.34 4.12 0.0023
H -3.14 -4.65 0.85 0.0016
H -2.84 -7.00 0.19 -0.0005
H -0.78 -8.22 0.84 0.0020
H 0.96 -7.06 2.17 -0.0007
H 0.65 -4.71 2.83 0.0012
C -0.47 -1.58 -3.84 0.0000
C 1.06 -1.62 -4.00 0.0000
C 1.39 -0.33 -4.77 0.0000
C 1.46 -2.83 -4.85 0.0000
P 1.81 -1.51 -2.27 0.0000
N 1.02 -0.51 -1.41 0.0001
C 3.62 -0.96 -2.44 0.0000
C 4.29 -1.15 -1.07 0.0000
C 3.63 0.56 -2.70 0.0000
C 4.46 -1.65 -3.51 0.0000
C 1.76 -3.24 -1.48 0.0005
C 1.93 -3.08 0.04 0.0089
C 0.36 -3.85 -1.66 0.0002
C 2.79 -4.25 -2.00 0.0003
H -0.92 -1.58 -4.84 0.0000
H -0.77 -0.66 -3.33 0.0000
H -0.88 -2.42 -3.28 0.0000
H 0.75 -0.28 -5.65 0.0000
H 2.43 -0.31 -5.12 0.0000
H 1.19 0.55 -4.16 0.0000
H 1.02 -2.72 -5.84 0.0000
H 1.11 -3.77 -4.43 0.0000
H 2.54 -2.90 -4.97 0.0000
H 3.68 -0.73 -0.27 0.0000
H 5.25 -0.62 -1.08 0.0000
H 4.50 -2.20 -0.85 0.0000
H 2.89 1.07 -2.08 0.0000
H 3.45 0.81 -3.74 0.0000
H 4.62 0.94 -2.43 0.0000
H 4.50 -2.74 -3.39 0.0000
H 5.48 -1.27 -3.45 0.0000
H 4.09 -1.44 -4.52 0.0000
H 1.28 -2.29 0.42 0.0123
H 2.94 -2.85 0.34 0.0002
H 1.65 -4.02 0.51 0.0002
H -0.41 -3.19 -1.27 0.0003
H 0.32 -4.78 -1.09 0.0000
H 0.13 -4.10 -2.70 0.0000
H 3.81 -3.96 -1.76 0.0000
H 2.73 -4.41 -3.08 0.0001
H 2.61 -5.21 -1.52 0.0000
C 1.03 5.55 -0.94 0.0000
C 0.24 4.92 -2.07 0.0000
C -0.43 5.98 -2.94 0.0000
C 1.15 4.03 -2.91 0.0000
O -0.80 4.18 -1.40 0.0000
P -1.53 2.88 -2.02 0.0000
O -2.02 3.15 -3.40 0.0000
O -0.60 1.69 -1.83 0.0004
O -2.70 2.69 -0.96 0.0002
C -3.95 3.41 -0.94 0.0000
C -4.45 3.27 0.49 0.0001
C -4.90 2.73 -1.92 0.0000
C -3.77 4.88 -1.29 0.0000
H 1.84 6.17 -1.33 0.0000
H 1.44 4.77 -0.30 0.0000
H 0.37 6.18 -0.33 0.0000
H 0.32 6.60 -3.43 0.0000
H -1.08 6.61 -2.33 0.0000
H -1.04 5.49 -3.70 0.0000
H 1.95 4.64 -3.33 0.0000
H 0.59 3.57 -3.73 0.0000
H 1.57 3.24 -2.29 0.0000
H -4.55 2.23 0.77 0.0001
H -5.41 3.77 0.60 0.0000
H -3.73 3.73 1.17 0.0000
H -5.01 1.67 -1.66 0.0000
H -4.48 2.79 -2.93 0.0000
H -5.88 3.20 -1.90 0.0000
H -3.05 5.35 -0.61 0.0000
H -4.74 5.39 -1.19 0.0000
H -3.42 5.00 -2.31 0.0000
```

***

# 6
The following is a DFT calculation (the ωB97M-V functional and the def2-TZVPD basis) of C9H13Cl2IrN4O7P2S as an isolated structure.

* HOMO level (alpha / beta): -7.10 / -9.23 eV
* frontier orbital gap (alpha / beta): 7.144 / 6.103 eV
* spin multiplicity: 5
* M: 646.36 g mol⁻¹
* energy relative to the best compared isomer or geometry (same formula, charge and spin): 0.000 eV
* LUMO level (alpha / beta): 0.040 / -3.129 eV
* <S²>: 6.034

```
39
Properties=species:S:1:pos:R:3:lowdin_spin:R:1
Ir -0.80 0.51 0.50 1.5833
C -1.27 -3.31 -1.43 0.0467
C -0.83 -1.96 -1.01 0.3716
N -1.59 -1.18 -0.10 0.3804
N -2.81 -1.59 0.20 0.1756
C -3.52 -0.71 0.87 0.1255
N -4.75 -1.06 1.29 0.0869
S -2.97 0.92 1.14 0.2389
C 0.35 -1.35 -1.43 0.0723
C 1.28 -1.94 -2.31 0.1332
C 2.41 -1.25 -2.66 0.0259
C 2.64 0.02 -2.13 0.1637
C 1.71 0.57 -1.26 0.0373
N 0.60 -0.08 -0.92 0.1742
H -2.27 -3.51 -1.06 -0.0006
H -0.59 -4.07 -1.03 0.0171
H -1.27 -3.40 -2.52 0.0119
H -5.01 -2.03 1.23 0.0016
H -5.23 -0.48 1.95 0.0057
H 1.08 -2.93 -2.69 0.0080
H 3.13 -1.70 -3.33 -0.0020
H 3.52 0.60 -2.39 0.0084
H 1.88 1.54 -0.81 -0.0002
O 1.93 -1.51 2.95 0.0047
P 1.07 -0.17 3.01 0.0187
O 1.12 0.49 4.34 0.0087
O -0.29 -0.49 2.40 0.1723
O 1.85 0.77 1.92 0.0054
P 1.44 2.33 1.70 0.0047
O 1.44 2.95 3.15 0.0014
O 2.36 2.98 0.75 0.0037
O -0.03 2.26 1.19 0.0572
H 2.64 -1.48 3.60 0.0004
H 1.29 2.25 3.83 0.0002
Cl 1.09 3.55 -2.99 0.0018
C -0.08 3.70 -1.67 0.0014
Cl -1.45 2.58 -1.89 0.0533
H -0.48 4.71 -1.68 0.0005
H 0.40 3.47 -0.73 0.0001
```

***

# 7
The following is a DFT calculation (the ωB97M-V functional and the def2-TZVPD basis) of one molecule with the formula CH3NP2 in a non-equilibrium geometry.

* HOMO level: -8.31 eV
* SMILES string: N#C[PH2]=P
* frontier orbital gap: 8.449 eV
* M: 90.99 g mol⁻¹
* energy relative to the best compared isomer or geometry (same formula, charge and spin): 1.315 eV
* LUMO level: 0.144 eV

```
7
Properties=species:S:1:pos:R:3:mulliken_charge:R:1
N -1.75 0.14 1.86 -0.3087
C -0.81 -0.01 1.19 0.1736
P 0.67 0.03 -0.03 0.0916
P 0.16 0.49 -1.96 -0.1298
H 1.24 -1.15 0.20 0.0910
H 1.50 0.84 0.52 0.0732
H -1.01 -0.35 -1.77 0.0090
```

***

# 8
The following is a DFT calculation (the ωB97M-V functional and the def2-TZVPD basis) of a 2-piece molecular cluster, C6H11FN3 overall in a non-equilibrium geometry.

* HOMO level: -12.76 eV
* total charge: +1
* frontier orbital gap: 8.690 eV
* M: 144.17 g mol⁻¹
* energy relative to the best compared isomer or geometry (same formula, charge and spin): 1.350 eV
* LUMO level: -4.067 eV

```
21
Properties=species:S:1:pos:R:3:mulliken_charge:R:1
C -1.67 -0.78 3.29 -0.7398
C -0.64 -1.23 2.45 -0.1065
C -1.60 0.59 3.14 0.4670
C 0.02 1.27 -1.20 -1.1575
C -0.87 -1.03 -1.49 -1.2485
C 0.26 -0.18 -1.05 1.0015
N -0.65 0.92 2.30 -0.0539
N -0.07 -0.20 1.81 -0.3144
N 1.37 -0.73 -0.60 -0.2387
F -2.38 1.52 3.63 -0.2623
H -2.21 -1.42 3.96 0.3931
H -0.21 -2.21 2.20 0.4102
H -0.71 1.34 -0.48 0.3424
H 0.88 2.03 -0.83 0.3245
H -0.31 1.55 -2.23 0.3645
H -0.48 -2.08 -1.74 0.3576
H -1.46 -1.14 -0.57 0.3389
H -1.39 -0.54 -2.26 0.3796
H -0.54 1.86 1.92 0.2500
H 2.08 -0.17 -0.31 0.2274
H 1.37 -1.77 -0.41 0.2648
```